The following is a quantum chemistry calculation of a cluster of 2 separate species, C4H12NSe in total at a distorted geometry, from the OMol25 dataset.

Properties
E_LUMO (alpha / beta): -0.185 / -0.184 Ha
HOMO level (alpha / beta): -12.33 / -12.34 eV
charge: +1

Structure (XYZ):
```
18
C4H12NSe | the OMol25 dataset | ωB97M-V with the def2-TZVPD basis set
C -0.91493 -1.06040 -1.55712
C 1.22765 0.16602 -1.28887
C -1.17196 2.32212 1.73517
C -0.29518 -0.32833 0.74327
N 0.20086 -0.78131 -0.65132
Se -1.73569 1.02043 0.77589
H -1.28110 -0.12486 -2.02186
H -0.65146 -1.83840 -2.44163
H -1.83484 -1.39986 -1.05795
H 0.82340 1.23394 -1.51467
H 2.07103 0.08085 -0.59451
H 1.61707 -0.25783 -2.26509
H -1.95066 3.11799 2.16585
H 1.54762 -1.10376 2.42087
H -0.12414 2.33050 1.98454
H 0.60663 -0.01512 1.28445
H 1.24605 -1.68451 2.74286
H 0.61964 -1.67748 -0.45988
```

Atomic partial charges in e from the Mulliken method, atoms 1 to 6:
1 C -0.966
2 C -0.729
3 C -0.448
4 C -0.560
5 N -0.003
6 Se 0.406

---

The following is a quantum chemistry calculation of a cluster of 2 separate species, C4H12O in total at a distorted geometry, from the OMol25 dataset.

Properties
E_LUMO: 0.030 Ha
HOMO level: -10.29 eV
charge: 0
structure (SMILES): CCC.CO

Structure (XYZ):
```
17
C4H12O | the OMol25 dataset | ωB97M-V with the def2-TZVPD basis set
C -0.16644 -1.99522 -1.34459
O -1.43447 -1.81850 -1.73374
H -1.89235 -0.94078 -1.40734
H 0.01266 -2.78413 -0.44909
H 0.26777 -1.13670 -1.05219
H 0.58243 -2.11480 -2.20985
C 0.79207 1.68762 1.39968
C 1.23528 1.36655 -0.03600
C -0.44483 0.84637 1.78092
H 1.57784 1.44598 2.09533
H 0.62484 2.84460 1.66673
H 2.35364 1.14782 -0.35572
H -0.26788 -0.26186 1.85106
H -0.62146 0.99041 2.87461
H 1.04168 2.28506 -0.65794
H 0.58678 0.59216 -0.54255
H -1.28672 1.04835 1.25686
```

Atomic partial charges in e from the Mulliken method, atoms 1 to 6:
1 C -0.017
2 O -0.483
3 H 0.327
4 H 0.202
5 H -0.250
6 H 0.225

---

The following is a quantum chemistry calculation of a cluster of 2 separate species, C4H12O in total at a distorted geometry, from the OMol25 dataset.

Properties
E_LUMO: 0.034 Ha
HOMO level: -10.28 eV
charge: 0
structure (SMILES): CCO.CC

Structure (XYZ):
```
17
C4H12O | the OMol25 dataset | ωB97M-V with the def2-TZVPD basis set
C -3.50937 1.22217 -2.70384
C -2.75774 1.42754 -1.35977
H -3.60637 2.03608 -3.48021
H -4.61855 1.06767 -2.61608
H -3.20208 0.30745 -3.26090
H -2.73711 0.43846 -0.76220
H -1.70610 1.49380 -1.44699
H -3.02161 2.25752 -0.70608
C 2.41244 -1.42301 1.64966
O 0.99931 -1.13632 1.38490
C 3.05991 -0.19918 1.12153
H 2.75516 -1.55446 2.62554
H 2.53702 -2.26351 1.01568
H 0.49635 -1.51442 2.18592
H 2.48724 0.73698 1.44440
H 4.01763 0.01612 1.60556
H 3.37249 -0.09626 0.07070
```

Atomic partial charges in e from the Mulliken method, atoms 1 to 6:
1 C -0.789
2 C -0.768
3 H 0.271
4 H 0.252
5 H 0.247
6 H 0.209

---

The following is a quantum chemistry calculation of a cluster of 2 separate species, C4H12O in total at a distorted geometry, from the OMol25 dataset.

Properties
E_LUMO: 0.036 Ha
HOMO level: -11.39 eV
charge: 0
structure (SMILES): CCCC.O

Structure (XYZ):
```
17
C4H12O | the OMol25 dataset | ωB97M-V with the def2-TZVPD basis set
C 0.29081 0.13881 -1.93106
C -0.59352 -1.58412 1.43179
C 0.31582 -0.89996 0.36724
C -0.46405 -0.73800 -0.93647
H 1.31264 -0.22259 -1.98347
H 0.38719 1.17738 -1.59958
H -0.12553 0.19819 -2.92840
H -0.00404 -1.69672 2.32998
H -0.91785 -2.56287 1.06241
H -1.47251 -0.96530 1.61509
H 1.15305 -1.56511 0.20890
H 0.57025 0.05107 0.81699
H -0.54598 -1.74579 -1.34849
H -1.43791 -0.29869 -0.72022
H 1.05167 2.52238 0.23853
H -0.34256 2.21732 0.90836
O 0.46777 2.73303 0.96570
```

Atomic partial charges in e from the Mulliken method, atoms 1 to 6:
1 C -1.103
2 C -1.286
3 C -0.262
4 C -0.318
5 H 0.306
6 H 0.164

---

The following is a quantum chemistry calculation of a cluster of 2 separate species, C4H12O in total at a distorted geometry, from the OMol25 dataset.

Properties
E_LUMO: 0.035 Ha
HOMO level: -10.20 eV
charge: 0
structure (SMILES): CCO.CC

Structure (XYZ):
```
17
C4H12O | the OMol25 dataset | ωB97M-V with the def2-TZVPD basis set
C -0.74897 -2.31576 1.78313
C -1.20498 -0.99818 1.50687
H -0.26742 -2.22497 2.78529
H -1.46062 -3.14984 1.74004
H 0.10021 -2.72047 1.27595
H -0.81468 -0.12692 2.22907
H -2.34261 -0.99516 1.58557
H -0.93584 -0.69032 0.37131
C 0.46333 1.05285 -0.94214
C 1.67905 1.71289 -1.72468
O -0.73387 1.03384 -1.72624
H 0.68223 0.01934 -0.65202
H 0.40396 1.73254 -0.08723
H 2.27179 2.32159 -1.06786
H -0.82962 1.96798 -2.28099
H 1.27448 2.33150 -2.58906
H 2.46357 1.04910 -2.20701
```

Atomic partial charges in e from the Mulliken method, atoms 1 to 6:
1 C -0.909
2 C -0.353
3 H 0.236
4 H 0.287
5 H 0.330
6 H 0.237

---

The following is a quantum chemistry calculation of a cluster of 2 separate species, C4H12O in total at a distorted geometry, from the OMol25 dataset.

Properties
E_LUMO: 0.036 Ha
HOMO level: -10.38 eV
charge: 0
structure (SMILES): CCO.CC

Structure (XYZ):
```
17
C4H12O | the OMol25 dataset | ωB97M-V with the def2-TZVPD basis set
C -0.60846 -1.86105 1.91707
C 0.09697 -0.51002 2.16952
H -1.04881 -2.23853 2.84786
H -1.38674 -1.79507 1.15610
H 0.10017 -2.63941 1.60381
H 0.87764 -0.33395 1.43605
H 0.50569 -0.47993 3.16976
H -0.66355 0.26706 2.07033
C 0.23992 1.31977 -1.20885
C -0.30208 0.69213 -2.46328
O 1.62980 1.11040 -0.99340
H 0.00548 2.39276 -1.19014
H -0.23230 0.94632 -0.30539
H -1.37343 0.87857 -2.51464
H 2.12036 1.43035 -1.76368
H -0.08009 -0.36625 -2.58896
H 0.11944 1.18684 -3.34215
```

Atomic partial charges in e from the Mulliken method, atoms 1 to 6:
1 C -0.838
2 C -0.708
3 H 0.288
4 H 0.268
5 H 0.266
6 H 0.167

---

The following is a quantum chemistry calculation of a cluster of 2 separate species, C4H12O in total at a distorted geometry, from the OMol25 dataset.

Properties
E_LUMO: 0.034 Ha
HOMO level: -10.20 eV
charge: 0
structure (SMILES): CCO.CC

Structure (XYZ):
```
17
C4H12O | the OMol25 dataset | ωB97M-V with the def2-TZVPD basis set
C -0.43265 -1.64168 1.95441
C 0.33384 -2.55272 1.02469
H -1.34019 -1.26810 1.46195
H -0.47290 -2.06179 2.92199
H 0.12711 -0.71958 2.09912
H -0.08835 -2.82555 0.06349
H 1.40277 -2.33287 0.82651
H 0.65241 -3.55016 1.38202
C -0.01425 0.97799 -0.62674
C -1.11760 1.87577 -1.10994
O 1.20655 1.55248 -1.23333
H 0.23392 1.03916 0.44747
H -0.24990 -0.05129 -1.05006
H -1.94074 1.44956 -1.60074
H 1.75760 0.92436 -1.70784
H -0.86338 2.46830 -2.10304
H -1.37124 2.62945 -0.34486
```

Atomic partial charges in e from the Mulliken method, atoms 1 to 6:
1 C -0.738
2 C -0.989
3 H 0.251
4 H 0.339
5 H 0.188
6 H 0.314

---

The following is a quantum chemistry calculation of a cluster of 2 separate species, C4H12O in total at a distorted geometry, from the OMol25 dataset.

Properties
E_LUMO: 0.035 Ha
HOMO level: -10.11 eV
charge: 0
structure (SMILES): CCO.CC

Structure (XYZ):
```
17
C4H12O | the OMol25 dataset | ωB97M-V with the def2-TZVPD basis set
C -2.58494 -0.43519 -0.69466
C -2.36993 0.67351 0.50555
H -2.94222 -1.35015 -0.07727
H -3.39925 -0.37016 -1.38674
H -1.68309 -0.74331 -1.01855
H -2.92524 1.61166 0.13244
H -1.34388 1.30867 0.58195
H -2.66061 0.14422 1.44688
C 2.74625 0.30706 -0.37046
C 2.13543 -0.87174 0.43060
O 1.74839 1.27649 -0.47731
H 3.67196 0.58661 0.34553
H 3.03105 0.02903 -1.50300
H 1.61003 -0.39741 1.31427
H 1.08675 1.20975 0.30507
H 2.65602 -1.72337 0.72739
H 1.22328 -1.25564 -0.26169
```

Atomic partial charges in e from the Mulliken method, atoms 1 to 6:
1 C -0.754
2 C -0.595
3 H 0.219
4 H 0.320
5 H 0.239
6 H 0.247

---

The following is a quantum chemistry calculation of a cluster of 2 separate species, C4H12O in total at a distorted geometry, from the OMol25 dataset.

Properties
E_LUMO: 0.033 Ha
HOMO level: -11.19 eV
charge: 0
structure (SMILES): CCCC.O

Structure (XYZ):
```
17
C4H12O | the OMol25 dataset | ωB97M-V with the def2-TZVPD basis set
C -0.03742 -0.60328 -0.43023
C -1.25289 0.39424 -0.32361
C -1.50621 0.98565 1.10787
C -0.23843 1.82629 1.49888
H 0.02906 -0.83898 -1.48722
H -0.21702 -1.41354 0.28695
H 0.95828 -0.17840 -0.21310
H -2.05752 -0.10755 -0.84640
H -0.89822 1.35141 -0.77969
H -1.64540 0.20445 1.85589
H -2.30859 1.69189 0.95245
H 0.54810 1.72825 0.76810
H 0.29792 1.67398 2.43050
H -0.72588 2.81632 1.43385
H 2.08937 -1.70966 -0.90361
H 3.09620 -1.82445 -1.97825
O 2.39802 -2.33613 -1.57544
```

Atomic partial charges in e from the Mulliken method, atoms 1 to 6:
1 C -0.983
2 C -0.761
3 C -0.418
4 C -0.999
5 H 0.446
6 H 0.328

---

The following is a quantum chemistry calculation of a cluster of 2 separate species, C4H12O2 in total at a distorted geometry, from the OMol25 dataset.

Properties
E_LUMO: 0.027 Ha
HOMO level: -10.18 eV
charge: 0
structure (SMILES): CC[C@@H](C)O.O

Structure (XYZ):
```
18
C4H12O2 | the OMol25 dataset | ωB97M-V with the def2-TZVPD basis set
C -1.15071 -0.31169 0.03893
C 0.34570 -0.44242 0.10419
C 0.87170 -0.61232 1.52163
C 2.37686 -0.79528 1.57727
O 0.47560 0.45845 2.37767
H -1.50626 -0.60581 -0.94419
H -1.68303 -0.88650 0.79192
H -1.40786 0.72468 0.26265
H 0.83365 0.40583 -0.38464
H 0.68573 -1.31676 -0.46898
H 0.41474 -1.52826 1.90511
H 2.68740 -1.04461 2.59091
H 2.90344 0.11182 1.31442
H 2.64906 -1.59178 0.90255
H -0.03703 1.08214 1.85823
H -3.40506 2.66735 -4.45029
H -2.04647 1.88817 -4.47310
O -3.00745 1.79698 -4.52426
```

Atomic partial charges in e from the Mulliken method, atoms 1 to 6:
1 C -1.113
2 C -0.696
3 C 0.504
4 C -1.415
5 O -0.518
6 H 0.345

---

The following is a quantum chemistry calculation of a cluster of 2 separate species, C4H12O2 in total at a distorted geometry, from the OMol25 dataset.

Properties
E_LUMO: 0.029 Ha
HOMO level: -9.98 eV
charge: 0
structure (SMILES): CCO.CCO

Structure (XYZ):
```
18
C4H12O2 | the OMol25 dataset | ωB97M-V with the def2-TZVPD basis set
C -1.03092 -1.32402 -1.70926
C -0.10582 -0.35852 -2.44355
O -0.72196 0.68920 -3.06193
H -1.69026 -0.66781 -1.14116
H -0.43792 -1.90469 -1.00265
H -1.68005 -1.93226 -2.33917
H 0.48286 -0.96905 -3.12826
H 0.51841 0.15541 -1.71258
H -0.97966 1.23428 -2.31488
C 0.77984 0.81305 2.96259
C 0.33913 0.77627 1.48794
O 0.31805 -0.54711 1.14677
H 1.04851 1.82026 3.28113
H 1.61472 0.12190 3.07821
H -0.03318 0.45424 3.59373
H 1.01167 1.35860 0.85811
H -0.60887 1.25575 1.24401
H 1.17545 -0.97551 1.20095
```

Atomic partial charges in e from the Mulliken method, atoms 1 to 6:
1 C -0.782
2 C -0.252
3 O -0.530
4 H 0.219
5 H 0.220
6 H 0.301

---

The following is a quantum chemistry calculation of a cluster of 2 separate species, C4H12O2 in total at a distorted geometry, from the OMol25 dataset.

Properties
E_LUMO: 0.036 Ha
HOMO level: -10.02 eV
charge: 0
structure (SMILES): CC[C@H](C)O.O

Structure (XYZ):
```
18
C4H12O2 | the OMol25 dataset | ωB97M-V with the def2-TZVPD basis set
C 0.00687 1.05042 0.13301
C -1.40230 0.79089 -0.32131
C -1.74648 -0.71723 -0.26983
C -3.16920 -0.94825 -1.08289
O -1.87274 -1.10451 1.20123
H 0.72337 1.35248 -0.70714
H 0.34282 0.16505 0.76341
H 0.05647 1.80491 0.86484
H -2.21549 1.42685 0.02315
H -1.33615 1.02666 -1.38002
H -1.02418 -1.37901 -0.72864
H -3.14301 -1.95484 -1.59444
H -4.04861 -0.49533 -0.57781
H -2.92961 -0.14799 -1.82486
H -1.11348 -1.62471 1.38104
H 7.30201 0.21708 -0.03425
H 7.04919 0.96861 1.15326
O 6.64816 0.80266 0.28722
```

Atomic partial charges in e from the Mulliken method, atoms 1 to 6:
1 C -1.110
2 C -0.336
3 C -0.052
4 C -1.029
5 O -0.545
6 H 0.260

---

The following is a quantum chemistry calculation of a cluster of 2 separate species, C4H12O2 in total at a distorted geometry, from the OMol25 dataset.

Properties
E_LUMO: 0.032 Ha
HOMO level: -10.24 eV
charge: 0
structure (SMILES): CCO.CCO

Structure (XYZ):
```
18
C4H12O2 | the OMol25 dataset | ωB97M-V with the def2-TZVPD basis set
C 1.32175 -0.56506 0.67046
O 0.79236 -1.76673 1.23433
C 2.57539 -0.06431 1.33932
H 1.52569 -0.88581 -0.35232
H 0.54864 0.21330 0.64734
H 0.65178 -1.66514 2.18103
H 3.38937 -0.78294 1.26920
H 2.86225 0.90362 0.93018
H 2.43425 0.04130 2.42958
C -1.60928 0.77593 -1.67255
O -2.11551 -0.38564 -1.02733
C -1.11092 1.83512 -0.66841
H -0.81435 0.49535 -2.38618
H -2.43770 1.17840 -2.25450
H -1.38948 -0.81529 -0.54455
H -1.31684 1.47484 0.33720
H -0.05294 2.09810 -0.83485
H -1.57390 2.79890 -0.88248
```

Atomic partial charges in e from the Mulliken method, atoms 1 to 6:
1 C 0.144
2 O -0.542
3 C -1.147
4 H 0.289
5 H -0.043
6 H 0.302